(1)
This record from OMol25 describes the molecule C2H6B2 at a distorted geometry. The level of theory is ωB97M-V/def2-TZVPD.

```
10
Properties=species:S:1:pos:R:3:mulliken_charge:R:1
B -0.489 -0.398 -0.382 0.12
B 1.071 -0.460 0.316 -0.07
C -1.883 -0.531 -0.196 -0.43
C 1.478 1.002 0.131 -0.50
H -2.630 -1.322 -0.377 0.25
H 1.854 1.825 0.876 0.23
H 1.427 -1.255 1.130 -0.07
H 0.218 -0.847 -1.089 0.04
H -2.324 0.395 0.307 0.18
H 1.279 1.591 -0.717 0.25
```

Calculated total energy, hartree: -129.31726
Charge: 0
HOMO (spin up / spin down), eV: -8.3 / -8.3
HOMO-LUMO gap (spin up / spin down), eV: 7.89 / 7.89
Energy relative to the best compared isomer or geometry (same formula, charge and spin), kcal/mol: 46.6
Spin multiplicity: 1

---

(2)
This record from OMol25 describes a cluster of 2 separate species, C3H5N3 in total at a distorted geometry. The level of theory is ωB97M-V/def2-TZVPD.

```
11
Properties=species:S:1:pos:R:3:mulliken_charge:R:1
C -0.781 -0.382 -1.637 0.44
C 0.013 1.156 0.111 -0.68
C -1.013 0.346 -0.487 -0.46
N -0.603 -0.975 -2.613 -0.42
N 1.071 -1.094 1.182 0.08
N 0.406 -1.908 0.678 -0.36
H 0.705 1.575 -0.617 0.31
H -0.374 1.918 0.781 0.30
H 0.655 0.441 0.759 0.24
H -1.948 0.168 0.022 0.33
H 1.869 -1.244 1.821 0.22
```

Calculated total energy, hartree: -281.43304
Charge: 0
HOMO (spin up / spin down), eV: -8.4 / -8.6
HOMO-LUMO gap (spin up / spin down), eV: 8.24 / 8.02
Energy relative to the best compared isomer or geometry (same formula, charge and spin), kcal/mol: 98.5
Spin multiplicity: 1

---

(3)
This record from OMol25 describes a structure of composition C29H25BCl5MoN12S2 at a distorted geometry. The level of theory is ωB97M-V/def2-TZVPD.

```
75
Properties=species:S:1:pos:R:3:mulliken_spin:R:1
Mo 0.483 0.404 -0.922 2.40
C -0.251 -3.352 -2.918 0.00
C -0.414 -1.989 -2.782 0.04
N 0.133 -1.565 -1.638 -0.05
N 0.650 -2.655 -1.016 0.01
C 0.430 -3.733 -1.770 0.03
B 1.410 -2.525 0.345 -0.01
N 0.522 -1.751 1.337 0.02
C 0.171 -2.095 2.584 0.02
C -0.438 -1.013 3.184 0.00
C -0.423 -0.018 2.213 0.02
N 0.164 -0.467 1.108 -0.07
N 2.666 -1.609 0.067 0.00
C 3.988 -1.807 0.093 0.00
C 4.642 -0.638 -0.249 0.00
C 3.624 0.262 -0.488 0.02
N 2.434 -0.321 -0.312 0.00
N 1.698 -3.891 0.904 0.00
C 2.771 -4.542 1.427 0.00
C 2.357 -5.771 1.870 0.00
C 0.983 -5.798 1.588 0.00
N 0.586 -4.681 1.019 0.00
H -0.591 -3.982 -3.716 0.00
H -0.935 -1.289 -3.417 0.00
H 0.745 -4.701 -1.431 0.00
H 0.376 -3.085 2.948 0.00
H -0.836 -0.957 4.180 0.00
H -0.807 0.987 2.233 0.00
H 4.408 -2.753 0.354 0.00
H 5.700 -0.475 -0.304 0.00
H 3.684 1.299 -0.781 -0.01
H 3.746 -4.111 1.490 0.00
H 2.957 -6.529 2.335 0.00
H 0.271 -6.581 1.780 0.00
Cl -0.898 2.992 -2.957 0.07
C 0.194 1.975 -3.755 0.23
C 0.894 0.985 -3.078 -0.17
C 1.802 0.301 -3.878 0.19
Cl 2.797 -0.901 -3.226 0.09
C 1.998 0.543 -5.308 0.15
Cl 3.143 -0.339 -6.155 0.08
C 1.214 1.488 -5.965 -0.01
Cl 1.361 1.751 -7.640 -0.01
C 0.299 2.212 -5.201 0.17
Cl -0.689 3.344 -5.939 0.09
C -4.611 -1.046 2.791 0.00
C -4.034 -1.206 1.424 0.01
C -4.258 -2.326 0.633 -0.01
C -3.665 -2.368 -0.610 0.00
N -2.862 -1.394 -1.059 -0.01
C -2.705 -0.403 -0.212 0.02
S -1.727 1.024 -0.722 -0.32
N -3.255 -0.204 0.975 -0.01
H -5.525 -1.619 2.920 0.00
H -4.807 0.006 2.985 0.00
H -3.887 -1.395 3.529 0.00
H -4.890 -3.132 0.971 0.00
H -3.829 -3.206 -1.277 0.00
C 0.686 7.211 1.697 0.00
C 0.114 5.840 1.605 0.00
C -1.047 5.415 2.203 0.01
C -1.437 4.082 2.021 -0.01
N -0.721 3.222 1.296 0.01
C 0.381 3.639 0.708 0.03
S 1.396 2.673 -0.292 -0.03
N 0.788 4.932 0.865 0.01
C -2.680 3.536 2.634 0.00
H 0.055 7.843 2.314 0.00
H 0.766 7.656 0.705 0.00
H 1.683 7.175 2.138 0.00
H -1.635 6.095 2.800 0.00
H 1.645 5.212 0.399 0.00
H -3.239 4.293 3.175 0.00
H -2.415 2.728 3.316 0.00
H -3.303 3.100 1.853 0.00
```

Expectation value of S²: 3.906
Calculated total energy, hartree: -4967.17649
Charge: +2
HOMO (spin up / spin down), eV: -13.4 / -13.4
HOMO-LUMO gap (spin up / spin down), eV: 6.54 / 4.40
Energy relative to the best compared isomer or geometry (same formula, charge and spin), kcal/mol: 7.2
Spin multiplicity: 4

---

(4)
This record from OMol25 describes a cluster of 2 separate species, C5H11O2 in total at a distorted geometry. The level of theory is ωB97M-V/def2-TZVPD.

```
18
Properties=species:S:1:pos:R:3:mulliken_charge:R:1
C 0.988 1.322 -0.467 -0.04
C 0.592 2.122 0.815 -1.20
C 2.598 1.412 -0.581 -0.79
H 0.772 0.297 -0.236 0.13
H 0.365 1.841 -1.296 0.31
H 0.665 3.218 0.872 0.37
H 1.310 1.936 1.676 0.32
H 3.201 0.388 -0.431 0.24
H 2.631 1.925 -1.701 0.20
H -0.495 1.695 0.918 0.26
H 2.859 2.048 0.309 0.20
C -2.225 -3.123 -0.347 -0.79
C -2.047 -1.746 0.392 0.51
O -3.186 -1.189 0.366 -0.72
O -1.117 -1.648 1.133 -0.64
H -2.706 -3.737 0.497 0.14
H -1.252 -3.601 -0.736 0.23
H -2.952 -3.159 -1.184 0.27
```

Calculated total energy, hartree: -347.55942
Charge: -1
HOMO, eV: -3.6
HOMO-LUMO gap, eV: 7.20
Energy relative to the best compared isomer or geometry (same formula, charge and spin), kcal/mol: 56.6
Spin multiplicity: 1

---

(5)
This record from OMol25 describes the molecule C5H8N2 at a distorted geometry. The level of theory is ωB97M-V/def2-TZVPD.

```
15
Properties=species:S:1:pos:R:3:mulliken_charge:R:1
C -1.262 0.905 -0.662 -1.47
C -0.176 0.100 0.020 1.09
C 1.257 0.339 -0.473 -0.73
C 1.976 -0.937 -0.540 0.31
N 2.545 -1.938 -0.622 -0.43
C -0.348 -0.290 1.439 -0.63
N -0.361 -1.298 0.396 -0.62
H -1.207 1.968 -0.392 0.30
H -1.190 0.837 -1.753 0.38
H -2.252 0.545 -0.364 0.37
H 1.802 1.019 0.189 0.29
H 1.271 0.784 -1.474 0.34
H -1.290 -0.036 1.918 0.31
H 0.513 -0.311 2.102 0.26
H -1.278 -1.685 0.216 0.25
```

Calculated total energy, hartree: -304.77925
Charge: 0
HOMO, eV: -9.8
HOMO-LUMO gap, eV: 10.53
Energy relative to the best compared isomer or geometry (same formula, charge and spin), kcal/mol: 35.3
Spin multiplicity: 1